[1]
15
Properties=species:S:1:pos:R:3:forces:R:3:mulliken_charge:R:1 method="wB97M-V/def2-TZVPD" smiles="CN[C@H](C)C(=O)[O-]" total_charge=-1 multiplicity=1 relative_energy_kcal_mol=44.8 gap_ev=7.87
C -0.903 1.318 -0.874 -1.533 1.764 -2.584 -0.758
N -0.839 0.857 0.427 3.561 -1.204 4.602 -0.402
C 1.606 -0.447 0.585 -1.329 -0.454 -0.157 -1.258
C 0.048 -0.383 0.738 -1.686 -0.939 -2.358 0.174
C -0.697 -1.486 -0.261 1.557 -1.123 -1.121 0.373
O -1.505 -2.279 0.289 0.811 1.254 -0.679 -0.742
O -0.298 -1.475 -1.518 -1.015 0.320 3.449 -0.719
H -0.028 1.603 -1.468 0.772 -0.836 0.163 0.263
H -1.524 0.582 -1.473 0.700 1.225 0.408 0.248
H -1.352 2.354 -0.805 -0.478 -1.014 -0.233 0.311
H -0.381 1.514 1.101 -0.954 0.063 -1.127 0.224
H 1.835 -1.477 0.291 0.039 -0.050 0.604 0.308
H 2.189 -0.110 1.437 -0.165 -0.135 0.433 0.359
H 1.987 0.065 -0.243 0.286 1.229 -1.493 0.333
H -0.138 -0.636 1.774 -0.566 -0.099 0.094 0.287

---

[2]
15
Properties=species:S:1:pos:R:3:forces:R:3:mulliken_charge:R:1 method="wB97M-V/def2-TZVPD" total_charge=-1 multiplicity=1 relative_energy_kcal_mol=54.0 gap_ev=8.01
O 1.350 -0.744 1.291 -0.246 -0.431 -0.404 -0.723
C 0.602 -0.576 0.305 0.190 1.373 1.765 0.417
N -0.678 -0.943 0.218 -0.539 1.260 -1.338 -0.621
C -2.063 0.357 -0.451 -0.109 -0.802 -0.471 -0.027
O -3.077 0.138 0.226 -0.257 0.091 0.313 -0.676
C 1.135 0.415 -0.826 0.342 -1.953 1.979 -0.225
C 2.563 0.860 -0.477 0.050 0.169 -1.131 -0.977
H -1.252 -0.924 1.053 0.796 -0.860 0.569 0.223
H -1.968 -0.092 -1.451 -0.010 0.328 -0.226 0.228
H -1.521 1.306 -0.313 0.333 0.002 0.070 0.149
H 1.242 -0.250 -1.668 -0.775 0.441 -0.952 0.225
H 0.352 1.167 -0.820 0.282 0.173 -0.769 0.184
H 2.763 1.889 -0.801 -0.099 0.001 0.293 0.315
H 3.209 0.250 -1.119 0.282 0.061 0.346 0.230
H 2.839 0.680 0.560 -0.240 0.148 -0.045 0.278